Model w:
One molecule with the formula C20H24N4O6S, computed with ωB97M-V/def2-TZVPD.

Structure (XYZ):
```
55
Properties=species:S:1:pos:R:3
C 5.25 1.08 2.33
O 4.57 0.69 1.17
C 3.67 -0.37 1.40
C 2.85 -0.61 0.12
N 1.80 0.37 -0.03
C 2.23 1.67 -0.56
C 1.80 1.68 -2.03
O 2.49 1.21 -2.91
N 0.56 2.19 -2.22
C -0.23 1.85 -3.38
C -1.20 0.77 -2.97
C -2.51 1.09 -2.62
C -3.38 0.15 -2.08
C -2.89 -1.12 -1.90
C -1.58 -1.45 -2.24
C -0.72 -0.52 -2.78
O -1.35 -2.77 -1.94
C -2.55 -3.25 -1.39
O -3.51 -2.22 -1.38
C 0.51 0.21 0.28
O -0.28 1.15 0.21
C 0.00 -1.15 0.73
C 0.17 -1.33 2.25
C 0.12 0.00 2.95
O 1.09 0.51 3.47
N -1.08 0.68 2.96
C -2.28 0.36 2.40
N -2.67 -0.81 2.03
C -3.93 -0.78 1.52
C -4.52 0.44 1.50
S -3.46 1.63 2.15
H 5.90 1.91 2.05
H 5.86 0.26 2.73
H 4.55 1.41 3.11
H 4.22 -1.28 1.66
H 3.00 -0.11 2.23
H 3.51 -0.54 -0.74
H 2.43 -1.61 0.16
H 3.31 1.75 -0.46
H 1.73 2.47 0.00
H 0.02 2.35 -1.38
H -0.75 2.74 -3.74
H 0.46 1.49 -4.15
H -2.86 2.10 -2.76
H -4.39 0.40 -1.81
H 0.30 -0.78 -3.03
H -2.37 -3.59 -0.35
H -2.92 -4.10 -1.99
H -1.06 -1.15 0.50
H 0.47 -1.96 0.19
H 1.13 -1.79 2.48
H -0.64 -1.97 2.63
H -1.00 1.62 3.32
H -4.37 -1.69 1.16
H -5.50 0.71 1.15
```

Output
- frontier orbital gap (Eh) = 0.3194
- HOMO level (eV) = -8.14
- SMILES = COCCN(CC(=O)NCc1ccc2c(c1)OCO2)C(=O)CCC(=O)Nc1nccs1
- 2S+1 = 1
- E_LUMO (eV) = 0.547

***

Model x:
One molecule with the formula C20H24N4O6S, computed with ωB97M-V/def2-TZVPD.

Structure (XYZ):
```
55
Properties=species:S:1:pos:R:3
C -4.72 -3.00 0.04
C -3.34 -2.96 0.66
O -2.95 -1.60 0.81
C -1.67 -1.37 1.11
O -0.86 -2.28 1.26
C -1.32 0.03 1.21
C -0.01 0.39 1.52
N 1.02 -0.48 1.75
C 2.28 0.00 1.94
O 2.47 1.19 2.09
C 3.41 -1.02 1.89
N 4.19 -0.95 0.66
C 4.60 0.38 0.25
C 3.81 0.91 -0.96
N 2.48 0.33 -1.05
C 1.43 1.15 -1.31
O 1.53 2.37 -1.27
C 0.12 0.58 -1.68
C -0.97 1.31 -2.07
C -1.98 0.37 -2.39
C -1.44 -0.85 -2.16
O -0.17 -0.75 -1.74
C 2.43 -1.12 -1.11
C 3.69 -1.71 -0.46
S 0.25 2.08 1.50
C -1.40 2.33 0.99
C -1.80 3.69 0.57
N -0.79 4.38 0.00
O -2.92 4.14 0.68
C -2.13 1.18 0.93
C -3.57 1.13 0.59
H -4.70 -2.52 -0.94
H -5.42 -2.46 0.67
H -5.05 -4.03 -0.07
H -3.34 -3.44 1.65
H -2.60 -3.48 0.04
H 0.76 -1.46 1.67
H 3.03 -2.03 2.01
H 4.10 -0.80 2.71
H 5.66 0.33 -0.03
H 4.50 1.06 1.09
H 3.68 1.99 -0.89
H 4.34 0.68 -1.89
H -1.03 2.37 -2.13
H -2.97 0.59 -2.74
H -1.83 -1.85 -2.27
H 1.55 -1.47 -0.56
H 2.34 -1.46 -2.14
H 4.51 -1.74 -1.20
H 3.49 -2.74 -0.15
H 0.09 3.95 -0.24
H -0.98 5.31 -0.35
H -3.94 2.13 0.40
H -4.13 0.70 1.42
H -3.74 0.50 -0.28
```

Output
- frontier orbital gap (Eh) = 0.3185
- HOMO level (eV) = -8.25
- SMILES = CCOC(=O)c1c(NC(=O)CN2CCN(C(=O)c3ccco3)CC2)sc(C(N)=O)c1C
- 2S+1 = 1
- E_LUMO (eV) = 0.418

***

What should be chosen as the least stable of them? Choose model w.

***

Model w:
A 4-piece molecular cluster, CH11N3O3 overall, computed with ωB97M-V/def2-TZVPD.

Structure (XYZ):
```
18
Properties=species:S:1:pos:R:3
N 0.33 0.40 0.53
C 0.40 -0.84 0.12
N -0.48 -1.79 0.56
N 1.51 -1.29 -0.50
H -0.56 0.67 0.92
H -0.29 -2.77 0.50
H -1.42 -1.47 0.69
H 2.17 -0.53 -0.63
H 1.78 -2.25 -0.37
O -2.86 -0.54 -0.52
H -3.18 0.37 -0.48
H -3.62 -1.03 -0.82
O 3.26 1.13 0.45
H 3.53 1.54 1.28
H 2.30 1.28 0.40
O -1.35 2.48 -0.66
H -0.67 2.94 -1.17
H -0.83 1.72 -0.29
```

Output
- frontier orbital gap (Eh) = 0.3540
- HOMO level (eV) = -9.00
- SMILES = N=C(N)N.O.O.O
- 2S+1 = 1
- E_LUMO (eV) = 0.637

***

Model x:
A 4-piece molecular cluster, CH11N3O3 overall, computed with ωB97M-V/def2-TZVPD.

Structure (XYZ):
```
18
Properties=species:S:1:pos:R:3
N -0.71 0.20 0.26
C -0.50 -0.03 -0.97
N 0.48 -0.82 -1.53
N -1.45 0.35 -1.93
H -0.05 -0.19 0.93
H 0.55 -0.85 -2.53
H 1.35 -0.89 -1.03
H -2.11 1.04 -1.61
H -1.88 -0.38 -2.46
O 1.67 -1.07 1.90
H 2.63 -1.18 1.76
H 1.30 -1.82 2.39
O -3.63 0.67 1.26
H -2.67 0.59 1.33
H -4.06 1.05 2.03
O 3.57 0.81 0.12
H 3.30 1.47 0.77
H 2.82 0.20 0.03
```

Output
- frontier orbital gap (Eh) = 0.3494
- HOMO level (eV) = -9.12
- SMILES = N=C(N)N.O.O.O
- 2S+1 = 1
- E_LUMO (eV) = 0.384

***

What should be chosen as the least stable of them? Choose model x.